1.
A 2-piece molecular cluster, C5H13N3 overall. Source: the Open Molecules 2025 dataset; level of theory: wB97M-V/def2-TZVPD.

Last column: Löwdin charge in e.
Atoms and positions in Å:
C 2.50 0.20 0.26  -0.23
C 2.05 -0.68 1.12  -0.23
N 2.02 -0.39 2.52  0.00
N 2.55 -0.08 -1.15  0.00
H 2.83 1.19 0.60  0.11
H 1.70 -1.67 0.80  0.11
H 2.85 -0.73 2.98  0.07
H 1.22 -0.82 2.97  0.06
H 3.43 0.23 -1.54  0.06
H 1.80 0.42 -1.63  0.06
C -3.17 1.79 -0.10  -0.02
C -2.70 0.85 -0.90  -0.28
N -2.40 -0.46 -0.57  -0.10
C -1.16 -0.99 -1.13  -0.11
H -3.33 1.65 0.96  0.04
H -3.43 2.75 -0.51  0.04
H -2.57 1.11 -1.96  0.11
H -2.49 -0.60 0.43  0.11
H -1.06 -2.04 -0.85  0.08
H -1.26 -0.94 -2.22  0.08
H -0.29 -0.42 -0.81  0.05

Output
- HOMO level: -0.3002 hartree
- Lowest unoccupied orbital energy: 0.03597 hartree
- SMILES: N/C=C/N.C=CNC
- Gap between HOMO and LUMO: 9.147 eV
- ΔE to the lowest compared entry with this formula, charge and spin: 46.2 kcal/mol

***

2.
One molecule with the formula C5H11N. Source: the Open Molecules 2025 dataset; level of theory: wB97M-V/def2-TZVPD.

Last column: Löwdin charge in e.
Atoms and positions in Å:
C -1.83 0.86 0.23  -0.09
C -0.99 -0.09 -0.62  -0.21
C 0.30 -0.76 1.43  -0.09
C 0.92 -1.57 0.34  -0.18
N 0.36 -0.25 -0.03  -0.35
C 1.36 0.71 -0.52  -0.03
H -2.09 0.36 1.17  0.06
H -1.27 1.77 0.48  0.07
H -2.74 1.15 -0.30  0.07
H -1.46 -1.08 -0.64  0.12
H -0.89 0.26 -1.65  0.12
H 1.08 -0.19 1.95  0.03
H 0.39 -2.43 -0.07  0.10
H 2.00 -1.61 0.16  0.10
H 0.89 1.69 -0.69  0.09
H 1.82 0.37 -1.46  0.10
H 2.14 0.82 0.24  0.09

Output
- HOMO level: -0.2621 hartree
- Lowest unoccupied orbital energy: 0.03268 hartree
- Gap between HOMO and LUMO: 8.022 eV
- ΔE to the lowest compared entry with this formula, charge and spin: 83.8 kcal/mol

***

3.
C2H4O3 as an isolated structure at a distorted geometry. Source: the Open Molecules 2025 dataset; level of theory: wB97M-V/def2-TZVPD.

Last column: Löwdin charge in e.
Atoms and positions in Å:
C -0.51 -0.08 0.46  -0.28
C -0.57 1.13 -0.42  -0.26
O 1.31 -1.42 0.14  -0.04
O -0.37 -1.28 -0.14  -0.01
O -0.23 1.17 -1.57  0.06
H 1.70 -1.30 -0.74  0.09
H -0.87 2.04 0.14  0.12
H 0.71 -0.17 0.79  0.18
H -1.18 -0.09 1.33  0.12

Output
- HOMO level: -0.3651 hartree
- Lowest unoccupied orbital energy: -0.04307 hartree
- Gap between HOMO and LUMO: 8.763 eV
- ΔE to the lowest compared entry with this formula, charge and spin: 133.0 kcal/mol

***

4.
A 2-piece molecular cluster, CH2F3PS overall at a distorted geometry. Source: the Open Molecules 2025 dataset; level of theory: wB97M-V/def2-TZVPD.

Last column: Löwdin charge in e.
Atoms and positions in Å:
C -0.89 -0.91 -0.65  -1.02
F 0.41 -1.33 -0.67  0.00
F -1.69 -1.98 -0.64  0.09
F -1.05 -0.31 -1.83  0.06
P 1.71 1.31 0.41  0.76
S -1.15 0.22 0.82  0.62
H 1.36 0.59 1.49  -0.28
H 1.30 2.41 1.08  -0.23

Output
- HOMO level (spin up / spin down): -0.3682 / -0.3563 hartree
- Lowest unoccupied orbital energy (spin up / spin down): -0.08063 / -0.10286 hartree
- Gap between HOMO and LUMO (spin up / spin down): 7.824 / 6.896 eV
- ΔE to the lowest compared entry with this formula, charge and spin: 49.8 kcal/mol

***

5.
A 2-piece molecular cluster, C3H9BrO3Si overall at a distorted geometry. Source: the Open Molecules 2025 dataset; level of theory: wB97M-V/def2-TZVPD.

Last column: Löwdin charge in e.
Atoms and positions in Å:
C -0.08 2.42 -1.07  -0.43
C -0.31 -2.98 -1.40  -0.12
C 0.38 0.37 1.53  -0.41
O 1.24 2.72 -1.25  -0.13
O -1.03 -3.11 -0.30  -0.10
O 1.78 0.05 1.30  -0.19
Si -0.26 0.64 -0.25  0.54
Br -2.56 0.26 0.02  0.21
H -0.45 3.29 -0.50  0.10
H -0.55 2.46 -1.98  0.03
H -0.31 -2.23 -2.18  0.03
H 0.52 -3.67 -1.28  0.05
H 0.29 1.17 2.24  0.06
H -0.20 -0.57 1.91  0.09
H 1.51 2.57 -2.17  0.10
H -1.90 -2.70 -0.14  0.07
H 2.36 0.16 2.08  0.09

Output
- HOMO level (spin up / spin down): -0.2576 / -0.2958 hartree
- Lowest unoccupied orbital energy (spin up / spin down): -0.04718 / 0.02243 hartree
- Gap between HOMO and LUMO (spin up / spin down): 5.725 / 8.658 eV
- ΔE to the lowest compared entry with this formula, charge and spin: 163.2 kcal/mol

***

6.
C27H33BrCdCl6N6O11S as an isolated structure at a distorted geometry. Source: the Open Molecules 2025 dataset; level of theory: wB97M-V/def2-TZVPD.

Last column: Löwdin charge in e.
Atoms and positions in Å:
Cd -0.40 -0.76 0.23  1.44
C 1.32 1.33 4.53  -0.02
N -0.12 1.27 4.34  -0.13
C -0.87 1.23 5.57  -0.04
C -0.59 0.97 3.11  -0.43
O 0.16 0.79 2.17  -0.04
C -2.11 0.93 2.97  -0.12
O -2.51 0.41 1.72  -0.18
C -3.42 1.22 1.00  -0.14
C -2.67 2.36 0.27  -0.47
O -1.48 2.53 0.45  0.05
N -3.40 3.11 -0.58  -0.15
C -4.82 3.04 -0.79  -0.04
C -2.74 4.11 -1.39  -0.03
H 1.55 2.08 5.28  0.09
H 1.79 1.61 3.59  0.08
H 1.71 0.36 4.85  0.09
H -0.45 1.95 6.27  0.09
H -0.81 0.23 6.02  0.10
H -1.91 1.48 5.42  0.08
H -2.48 1.96 3.10  0.15
H -2.54 0.29 3.75  0.12
H -4.19 1.62 1.67  0.14
H -3.89 0.57 0.26  0.09
H -5.28 2.25 -0.21  0.08
H -5.03 2.85 -1.85  0.10
H -5.28 3.99 -0.52  0.10
H -1.69 4.15 -1.13  0.09
H -3.20 5.09 -1.22  0.09
H -2.84 3.85 -2.45  0.10
Cl -2.61 -0.27 -1.84  0.75
C -2.73 -1.89 -1.30  -0.73
C -1.77 -2.30 -0.37  -0.29
C -1.79 -3.66 -0.06  -0.71
Cl -0.55 -4.27 0.95  0.76
C -2.74 -4.54 -0.57  -0.71
Cl -2.74 -6.20 -0.13  0.69
C -3.73 -4.06 -1.43  -0.71
Cl -4.94 -5.10 -2.05  0.68
C -3.71 -2.72 -1.82  -0.71
Cl -4.91 -2.12 -2.91  0.68
O 2.97 -2.03 -1.71  -0.34
Cl 1.65 -2.30 -1.23  0.61
O 0.72 -1.49 -1.94  -0.38
O 1.33 -3.66 -1.36  -0.31
O 1.65 -1.93 0.16  -0.45
Br -0.36 -3.77 6.86  0.74
C -0.40 -3.07 5.09  -0.67
C 0.78 -2.72 4.46  -0.09
C 0.69 -2.12 3.21  -0.16
N -0.46 -1.87 2.61  -0.03
C -1.58 -2.24 3.21  -0.18
C -1.61 -2.85 4.46  -0.09
H 1.74 -2.92 4.92  0.11
H 1.57 -1.83 2.65  0.11
H -2.50 -2.04 2.68  0.12
H -2.55 -3.14 4.92  0.11
C 3.86 -1.80 -5.88  -0.12
C 4.23 -1.44 -4.45  -0.28
S 3.93 0.34 -4.26  0.68
O 2.53 0.63 -4.40  -0.28
O 4.84 1.07 -5.12  -0.31
C 4.43 0.74 -2.53  -0.17
C 3.79 2.07 -2.14  -0.13
N 2.40 1.89 -1.81  0.06
C 1.95 1.21 -0.73  -0.32
N 0.64 1.00 -0.79  0.03
C 0.22 1.56 -1.95  -0.06
C 1.29 2.12 -2.60  -0.15
N 1.27 2.89 -3.78  -0.36
O 2.26 3.53 -4.08  0.08
O 0.22 2.91 -4.38  0.10
C 2.79 0.86 0.44  0.01
H 4.12 -2.84 -6.09  0.08
H 4.40 -1.15 -6.56  0.07
H 2.80 -1.66 -6.03  0.08
H 5.28 -1.60 -4.24  0.11
H 3.61 -1.93 -3.71  0.07
H 5.51 0.81 -2.54  0.11
H 4.09 -0.09 -1.92  0.07
H 3.85 2.76 -2.99  0.11
H 4.31 2.51 -1.28  0.13
H -0.80 1.57 -2.26  0.07
H 3.59 1.58 0.56  0.09
H 3.22 -0.14 0.33  0.08
H 2.15 0.84 1.31  0.05

Output
- HOMO level: -0.3163 hartree
- Lowest unoccupied orbital energy: -0.00019 hartree
- Gap between HOMO and LUMO: 8.601 eV
- ΔE to the lowest compared entry with this formula, charge and spin: 55.7 kcal/mol

***

Here are the calculated energy numbers, same order: -362.5087; -251.7290; -304.1297; -1078.3443; -3208.7930; -8105.6079 (hartree).